Record 1
Entry from the Open Molecules 2025 dataset: a structure of composition CHBF4O3Tl in a non-equilibrium geometry (the ωB97M-V functional and the def2-TZVPD basis).

Output
* Kohn-Sham gap: 3.163 eV
* lowest unoccupied orbital energy: -0.4621 Eh
* net charge: +1
* HOMO energy: -0.57835 hartree
* energy above the lowest of the compared OMol25 structures with the same formula, charge and spin: 14.8 kcal per mole

```
11
CHBF4O3Tl, DFT the ωB97M-V functional and the def2-TZVPD basis
F 1.7959 -0.2568 0.4238
Tl -1.5375 -1.1887 -1.7203
O -0.9842 3.0162 0.8156
B 1.5421 -1.5949 0.0825
H -2.1568 1.2219 1.0439
F 2.3885 -2.5196 0.6366
F 0.2213 -1.8597 0.5328
O -1.6968 1.0206 0.2257
O -0.2288 1.9030 -0.8909
F 1.6539 -1.7513 -1.2306
C -0.9976 2.0094 0.0810
```

natural (NBO) atomic charge list, values in e, 6 entries: -0.3957, 0.9866, -0.1712, 1.3045, 0.5421, -0.4143

---

Record 2
Entry from the Open Molecules 2025 dataset: an isolated molecule of C7H17P in a non-equilibrium geometry (the ωB97M-V functional and the def2-TZVPD basis).

Output
* Kohn-Sham gap: 8.022 eV
* lowest unoccupied orbital energy: 0.0237 Eh
* SMILES: CC=[PH2]CC(C)(C)C
* HOMO energy: -0.27112 hartree
* energy above the lowest of the compared OMol25 structures with the same formula, charge and spin: 109.8 kcal per mole

```
25
C7H17P, DFT the ωB97M-V functional and the def2-TZVPD basis
H -2.8336 0.6301 2.8275
C 0.8457 0.3581 -1.2679
H 1.7670 2.1334 -2.1296
H -2.1556 0.5762 0.3605
H -0.3620 0.5075 -3.1899
H 0.3284 -1.6488 -1.6936
P -1.1706 -0.0950 1.0903
H 1.7447 -1.6345 -0.5576
H -2.6620 -1.8767 3.8848
H -1.5647 -0.8444 4.3767
H -0.2825 1.8457 -2.1001
H -1.2646 0.6995 -1.7504
C 1.2689 -1.1606 -1.4589
C 2.0650 1.2725 -1.4914
C -1.9033 -1.1644 3.4464
C 0.4994 0.5408 0.2354
H -1.1627 -1.5271 0.5782
C -0.3348 0.8088 -2.1128
H -1.0940 -1.9176 3.1333
H 1.3697 0.2844 0.7302
C -2.3729 -0.2721 2.3314
H 0.4682 1.5868 0.6018
H 1.9359 -1.1746 -2.2175
H 2.4928 1.7224 -0.5713
H 2.9501 0.6714 -1.9986
```

natural (NBO) atomic charge list, values in e, 6 entries: 0.2127, -0.0548, 0.2153, -0.0212, 0.2106, 0.2099